1.
The following is a DFT calculation (ωB97M-V with the def2-TZVPD basis set) of a 11-piece molecular cluster, C25H72O11 overall at a distorted geometry.

Values from the calculation:
**E_LUMO (alpha / beta)**: -2.9 / -9.3 eV
**HOMO (alpha / beta)**: -10.957 / -10.957 eV
**Total charge**: +1
**2S+1**: 2
**Electronic energy**: -49603.7473 eV
**Frontier orbital gap (alpha / beta)**: 8.1 / 1.6 eV

Atoms and positions in Å:
C -2.3482 -3.9156 -1.8958
C -2.4297 -3.9555 -0.4033
O -2.7945 -5.2143 0.1427
H -3.1361 -4.5160 -2.3504
H -1.5051 -4.4872 -2.2839
H -2.4191 -2.9317 -2.3593
H -3.2429 -3.3001 -0.0916
H -1.4797 -3.5708 -0.0323
H -2.3748 -5.2468 1.0055
C -0.8455 0.1985 -1.2121
C -0.9645 -0.2405 0.2109
O -0.5383 0.8487 1.0547
H -1.7356 0.7408 -1.5310
H -0.9297 -0.6738 -1.8603
H 0.0207 0.8038 -1.4790
H -0.2011 -1.0138 0.2968
H -1.9510 -0.6400 0.4463
H -0.1289 0.4855 1.8435
O -1.4433 3.2411 -0.0466
H -1.0267 2.4715 0.3413
H -2.3663 3.0004 -0.1252
O -0.6278 -2.1119 -4.2395
H -0.3177 -1.2329 -4.4575
H 0.1316 -2.5442 -3.8488
C 2.3479 -0.0309 2.2170
C 1.7052 -0.0948 3.5784
C 2.0194 1.0543 4.5115
O 0.3416 -0.1686 3.4762
H 1.9384 0.8206 1.6735
H 1.9157 -0.8132 1.5929
H 3.4282 -0.0101 2.0738
H 1.9746 -1.0529 4.0228
H 1.6997 0.9336 5.5465
H 1.4871 1.9497 4.1905
H 3.0752 1.2792 4.6627
H -0.0107 -0.5176 4.2982
C 5.9718 1.8634 -2.6384
C 4.4276 1.9543 -3.0176
C 3.4804 1.7872 -1.8364
O 4.1648 3.1221 -3.6847
H 6.2244 0.8563 -2.3068
H 6.0516 2.5151 -1.7683
H 6.6894 2.1859 -3.3928
H 4.1882 1.1548 -3.7188
H 3.7710 0.8936 -1.2841
H 2.4713 1.6747 -2.2329
H 3.5205 2.6682 -1.1959
H 4.4598 3.8578 -3.1432
C -5.4834 -0.5336 0.5598
C -5.5037 0.4045 1.7297
C -4.1589 0.8573 2.2856
O -6.1246 1.6164 1.3857
H -5.1629 -1.5239 0.8832
H -4.7677 -0.2902 -0.2254
H -6.4847 -0.5739 0.1308
H -6.1586 -0.0586 2.4677
H -3.5614 1.3460 1.5161
H -3.5270 0.0560 2.6687
H -4.2761 1.5645 3.1068
H -6.7981 1.6574 2.0687
C 3.5111 -4.3026 -2.1334
C 2.1090 -3.6161 -2.1325
C 2.1873 -2.1589 -2.0632
O 1.4194 -3.9283 -3.3303
H 4.1833 -3.6733 -2.7166
H 3.4216 -5.3275 -2.4936
H 3.9600 -4.4283 -1.1481
H 1.5841 -4.0918 -1.3040
H 2.6309 -1.7095 -2.9516
H 2.8110 -1.8457 -1.2260
H 1.2291 -1.6696 -1.8885
H 1.5686 -4.8641 -3.4836
C -0.8086 2.9869 -4.6855
C 0.5124 3.6019 -4.2512
C 0.5948 3.8242 -2.7669
O 1.6068 2.6928 -4.6208
H -0.8569 2.9468 -5.7737
H -1.6394 3.5616 -4.2760
H -1.0058 1.9929 -4.2840
H 0.7065 4.5688 -4.7154
H 1.5924 3.9189 -2.3381
H 0.1954 2.9632 -2.2308
H 0.0818 4.6899 -2.3480
H 2.4423 2.9884 -4.2518
C 0.1911 4.4011 2.7256
C 1.2235 4.7527 1.7888
C 2.1701 3.6552 1.4200
O 0.6314 5.1190 0.5370
H -0.3222 3.4730 2.4742
H -0.5457 5.1919 2.8665
H 0.5171 4.2780 3.7584
H 1.8753 5.5379 2.1722
H 1.6708 2.8290 0.9138
H 2.6645 3.3009 2.3245
H 2.9360 4.0222 0.7368
H -0.0332 4.4521 0.3492
C -2.1153 -2.8565 2.8748
C -1.9274 -4.1771 3.6344
C -3.0049 -4.5787 4.6424
O -1.8534 -5.1844 2.7139
H -3.0231 -2.9520 2.2790
H -1.2858 -2.5961 2.2175
H -2.2387 -2.0662 3.6153
H -1.0028 -4.1567 4.2113
H -3.7735 -5.2038 4.1878
H -3.4094 -3.7170 5.1733
H -2.5395 -5.2470 5.3669
H -1.5238 -5.9976 3.1033

Results of the Löwdin charge analysis, in e, for atoms 1 through 2: atom 1 (C): -0.014, atom 2 (C): -0.180

=====

2.
The following is a DFT calculation (ωB97M-V with the def2-TZVPD basis set) of a 10-piece molecular cluster, C25H75N15O10 overall at a distorted geometry.

Values from the calculation:
**E_LUMO**: 0.0 eV
**HOMO**: -9.002 eV
**SMILES**: COC[C@H](C)N.COC[C@H](C)N.COC[C@H](C)N.COC[C@H](C)N.COC[C@H](C)N.NC(N)=O.NC(N)=O.NC(N)=O.NC(N)=O.NC(N)=O
**Electronic energy**: -69969.6252 eV
**Frontier orbital gap**: 9.0 eV

Atoms and positions in Å:
C -4.3745 1.7223 4.8004
O -5.1323 1.0674 5.4862
N -3.1043 2.0634 5.2068
N -4.6691 2.2803 3.5888
H -2.7712 1.8093 6.1157
H -2.5225 2.5767 4.5727
H -5.5630 2.0370 3.2011
H -4.0511 2.8651 3.0633
C -3.9774 2.3019 -1.2037
O -4.6447 1.9277 -2.1591
N -3.0156 3.2674 -1.2721
N -4.1372 1.8550 0.0790
H -2.2795 3.3699 -0.5839
H -2.9596 3.7708 -2.1400
H -4.9896 1.4046 0.3555
H -3.7639 2.4339 0.8107
C 0.8602 4.1580 -2.9802
O -0.3253 4.2918 -2.7113
N 1.4798 2.9390 -2.8088
N 1.6980 5.2124 -3.2113
H 2.4605 2.7686 -2.7080
H 0.7997 2.2728 -2.4776
H 2.6853 5.0577 -3.2733
H 1.3106 6.1346 -3.1436
C 1.7438 -1.3805 2.6510
O 1.4135 -0.4072 3.3164
N 1.8239 -2.6601 3.1304
N 2.2539 -1.2708 1.3782
H 1.7177 -2.7430 4.1266
H 2.1015 -3.4194 2.5309
H 2.7212 -2.0427 0.9397
H 1.8480 -0.5385 0.8091
C 2.7221 4.6286 1.1971
O 1.6813 5.1773 1.5556
N 3.8575 4.6215 1.9440
N 2.7856 3.9211 0.0226
H 4.6908 4.2547 1.5229
H 3.7806 4.9052 2.9029
H 3.6414 3.4314 -0.1596
H 1.9677 3.8781 -0.5563
C 4.4561 0.6791 4.6847
C 4.1294 1.8642 3.7822
C 4.5537 1.6384 2.3226
O 5.4744 2.6276 1.8627
C 6.8136 2.2032 1.9586
N 2.7085 2.1895 3.8847
H 5.4953 0.3760 4.5434
H 3.7851 -0.1495 4.4437
H 4.3267 0.8904 5.7458
H 4.6872 2.7082 4.1977
H 3.6806 1.6102 1.6621
H 4.9632 0.6428 2.0905
H 7.5289 3.0226 2.0205
H 7.0399 1.5543 1.1063
H 7.0162 1.6345 2.8751
H 2.1553 1.3673 3.6254
H 2.4475 2.8372 3.1463
C -2.0666 -5.3566 1.1678
C -3.1090 -4.2205 1.1054
C -2.5572 -2.9904 0.4300
O -3.1665 -1.8153 0.9975
C -4.3725 -1.4066 0.3668
N -4.2755 -4.7987 0.3910
H -1.5732 -5.5736 0.2218
H -2.3165 -6.3425 1.5586
H -1.2980 -4.9320 1.8275
H -3.3140 -4.0585 2.1683
H -2.7120 -2.9425 -0.6527
H -1.5109 -2.8130 0.6837
H -5.2075 -2.0775 0.5846
H -4.0870 -1.1857 -0.6637
H -4.7301 -0.4747 0.7908
H -4.6592 -5.5588 0.9458
H -5.0227 -4.1066 0.4540
C -4.2490 1.1817 -8.0513
C -3.2222 0.1968 -7.4754
C -3.6365 -0.1227 -6.0579
O -2.6409 -0.8722 -5.3932
C -2.6836 -0.7383 -4.0068
N -3.1283 -0.9494 -8.3882
H -4.3597 2.1012 -7.4751
H -5.2485 0.7319 -8.0518
H -4.0150 1.4402 -9.0840
H -2.2820 0.7539 -7.4408
H -4.5926 -0.6681 -6.0202
H -3.8582 0.8021 -5.5082
H -1.7992 -1.0946 -3.4788
H -3.5419 -1.1694 -3.4739
H -2.7532 0.3302 -3.7501
H -4.0004 -1.0280 -8.9035
H -3.1302 -1.7990 -7.8276
C 0.8560 -4.3493 -0.1550
C 2.1785 -4.8388 -0.7308
C 3.0995 -5.5194 0.2779
O 3.1990 -4.6007 1.3734
C 4.4686 -4.0377 1.5847
N 1.8824 -5.6990 -1.9051
H 0.3367 -5.2484 0.1810
H 0.1165 -3.9186 -0.8315
H 0.8970 -3.7251 0.7360
H 2.6729 -3.9408 -1.1370
H 4.1073 -5.7029 -0.1026
H 2.7208 -6.4962 0.5853
H 4.7077 -3.3283 0.7809
H 5.3261 -4.7024 1.7221
H 4.4620 -3.4343 2.4955
H 2.7859 -6.0613 -2.2085
H 1.6244 -5.0637 -2.6546
C -0.5175 2.2974 2.6198
C 0.1162 2.1974 1.2547
C -0.1529 0.8523 0.6048
O 0.7587 0.7291 -0.5066
C 0.3466 -0.2949 -1.4072
N -0.4486 3.2678 0.4049
H -0.1936 1.5103 3.3054
H -1.6091 2.2213 2.6074
H -0.2380 3.2389 3.1000
H 1.1958 2.3050 1.3992
H -1.1858 0.6473 0.3036
H 0.0939 0.0561 1.3102
H -0.5299 0.0208 -1.9767
H 0.1759 -1.2587 -0.9194
H 1.1756 -0.4149 -2.1059
H -0.3343 3.0840 -0.5841
H 0.0001 4.1256 0.7170

Results of the Löwdin charge analysis, in e, for atoms 1 through 2: atom 1 (C): -0.679, atom 2 (O): 0.035

=====

3.
The following is a DFT calculation (ωB97M-V with the def2-TZVPD basis set) of a 11-piece molecular cluster, C25H75N9O16 overall at a distorted geometry.

Values from the calculation:
**E_LUMO**: 0.2 eV
**HOMO**: -8.610 eV
**SMILES**: COC[C@H](C)N.COC[C@H](C)N.COC[C@H](C)N.NC(N)=O.NC(N)=O.NC(N)=O.OCCO.OCCO.OCCO.OCCO.OCCO
**Electronic energy**: -73306.7383 eV
**Frontier orbital gap**: 8.8 eV

Atoms and positions in Å:
C 4.2293 -2.9119 1.8502
O 4.5818 -3.0211 2.9892
N 4.2281 -3.8158 0.9496
N 3.7180 -1.8997 1.2809
H 3.7929 -3.5074 0.0919
H 4.6666 -4.7240 0.8963
H 3.6412 -1.0941 1.8851
H 3.2860 -1.9077 0.3680
C -4.4295 -0.8968 4.5344
O -5.5806 -0.5764 4.7976
N -3.6417 -0.1707 3.8030
N -3.8189 -1.9667 4.8758
H -2.6610 -0.3450 3.6357
H -3.9446 0.6584 3.3121
H -2.9551 -2.1254 4.3770
H -4.2698 -2.5873 5.5327
C 3.0002 2.3020 -2.5523
O 2.8092 1.8565 -1.4702
N 2.5947 3.4989 -2.8539
N 3.4410 1.6083 -3.5340
H 2.0572 3.9013 -2.0994
H 2.6071 3.8344 -3.8065
H 3.7815 0.6588 -3.4837
H 3.3620 2.0052 -4.4594
C -4.6547 -3.1526 0.9339
C -4.4577 -4.3785 1.9040
O -4.5649 -5.5968 1.1108
O -3.7063 -3.1231 -0.1195
H -4.5131 -2.2312 1.4987
H -5.6685 -2.7949 0.7537
H -5.3426 -4.3909 2.5404
H -3.5566 -4.2723 2.5080
H -3.6957 -5.9337 0.8816
H -2.9546 -2.6100 0.1858
C -0.0212 -2.2215 3.3701
C 0.0941 -1.0037 4.2335
O -0.5862 0.0693 3.5496
O -1.3311 -2.6517 3.1713
H 0.5243 -2.9576 3.9605
H 0.4617 -2.0494 2.4082
H 1.1356 -0.7565 4.4393
H -0.3920 -1.2558 5.1760
H -0.6055 0.9073 4.0176
H -1.2978 -3.6111 3.1734
C 3.1659 2.5812 2.1020
C 2.3409 1.4728 2.7079
O 2.9822 0.2778 2.9904
O 3.8071 3.3643 3.0824
H 2.5090 3.3368 1.6711
H 3.8367 2.1344 1.3681
H 1.4551 1.2441 2.1154
H 1.8976 1.8439 3.6319
H 3.9108 0.4954 3.0991
H 4.0355 2.7816 3.8103
C -0.7930 4.9653 -3.3827
C -1.7919 3.8093 -3.6435
O -1.1054 2.6001 -3.5049
O -0.2159 4.9379 -2.0960
H -1.1579 5.9749 -3.5720
H 0.0492 4.8464 -4.0643
H -2.1119 3.8907 -4.6822
H -2.7309 3.8197 -3.0900
H -0.6941 2.7521 -2.6509
H 0.1877 5.7780 -1.8658
C 0.2119 0.2436 -0.6793
C -1.2341 0.0589 -0.1465
O -1.5832 -1.2403 0.3815
O 0.3692 1.6025 -1.0610
H 0.2550 -0.2775 -1.6357
H 1.0071 -0.1725 -0.0608
H -1.8781 0.2661 -1.0011
H -1.4097 0.7501 0.6778
H -1.2459 -1.1709 1.2777
H 1.3155 1.7239 -1.1671
C -2.8708 5.6253 5.5216
C -3.0364 4.9772 4.1214
C -1.8728 5.0342 3.1116
O -2.2092 4.2609 1.9047
C -1.0011 3.7537 1.2705
N -3.4909 3.6221 4.4489
H -2.2388 5.0935 6.2328
H -3.8264 5.9486 5.9342
H -2.4142 6.6070 5.3950
H -3.9464 5.4255 3.7226
H -0.9175 4.7444 3.5494
H -1.6023 6.0632 2.8746
H -0.2026 4.4532 1.0234
H -1.3154 3.2032 0.3837
H -0.6411 2.9685 1.9354
H -3.5038 3.2136 3.5253
H -4.4224 3.8563 4.7614
C -2.3634 -1.4088 -3.3550
C -1.0670 -1.3845 -4.2511
C -0.8303 -2.8406 -4.7141
O 0.4662 -2.9107 -5.2948
C 1.0568 -4.0907 -5.7092
N -1.2880 -0.3563 -5.2562
H -2.0331 -1.7927 -2.3898
H -3.1998 -1.8868 -3.8649
H -2.5995 -0.3755 -3.1007
H -0.2713 -0.9425 -3.6514
H -1.5642 -3.0673 -5.4875
H -0.9158 -3.6169 -3.9537
H 2.1051 -4.0170 -5.9987
H 0.4493 -4.6977 -6.3804
H 1.2440 -4.7310 -4.8471
H -1.3669 0.6141 -4.9877
H -0.6503 -0.4495 -6.0339
C 5.2508 -2.0118 -2.2620
C 3.8897 -2.1475 -3.0067
C 2.6770 -1.8888 -2.2029
O 2.5443 -2.8090 -1.1325
C 1.5772 -3.7854 -1.3953
N 4.0590 -1.0899 -4.0701
H 5.2072 -2.6947 -1.4136
H 5.3655 -1.0518 -1.7586
H 6.0727 -2.2724 -2.9288
H 3.8832 -3.1075 -3.5228
H 1.7472 -1.7879 -2.7628
H 2.8059 -0.9327 -1.6955
H 1.5820 -4.0854 -2.4432
H 0.6239 -3.3294 -1.1284
H 1.6622 -4.6690 -0.7628
H 5.0351 -1.2433 -4.2794
H 3.6103 -1.4395 -4.9046

Results of the Löwdin charge analysis, in e, for atoms 1 through 2: atom 1 (C): -0.843, atom 2 (O): 0.054

=====

4.
The following is a DFT calculation (ωB97M-V with the def2-TZVPD basis set) of a 18-piece molecular cluster, C25H78O18 overall at a distorted geometry.

Values from the calculation:
**E_LUMO**: 0.1 eV
**HOMO**: -9.264 eV
**Electronic energy**: -64043.2704 eV
**Frontier orbital gap**: 9.4 eV

Atoms and positions in Å:
C 5.3214 1.2279 4.4821
C 4.1833 0.3128 4.1581
C 3.8922 0.6420 2.7206
O 5.1965 0.7122 2.2779
C 6.1240 1.1231 3.2268
H 5.8084 1.0520 5.4413
H 4.7801 2.1688 4.5801
H 3.3709 0.6862 4.7815
H 4.4780 -0.7109 4.3888
H 3.4154 1.5968 2.4992
H 3.3696 -0.1874 2.2441
H 6.5102 2.0954 2.9207
H 6.9018 0.3816 3.4091
C -3.8089 -0.6106 4.8310
C -4.1884 0.0338 3.4883
C -4.8603 1.3305 3.9069
O -4.7709 1.3547 5.3191
C -4.6080 0.0562 5.8571
H -2.7774 -0.4317 5.1346
H -3.8583 -1.6992 4.8557
H -4.8857 -0.6163 2.9599
H -3.3432 0.2107 2.8232
H -5.9024 1.4122 3.5979
H -4.3389 2.1689 3.4450
H -5.5959 -0.3284 6.1103
H -4.0556 0.0353 6.7966
C 3.1407 -0.7493 -7.0634
C 2.6699 0.5499 -6.4048
C 2.6066 0.1369 -4.8917
O 3.3836 -1.0668 -4.6688
C 3.9333 -1.4884 -5.9123
H 3.7229 -0.6905 -7.9830
H 2.3315 -1.4032 -7.3887
H 1.7263 0.8507 -6.8600
H 3.4178 1.3304 -6.5442
H 1.5725 -0.1604 -4.7180
H 2.8928 0.9877 -4.2734
H 4.0417 -2.5717 -5.9662
H 4.9866 -1.2082 -5.9183
C -1.7449 1.5367 -5.5175
C -1.0336 1.7287 -4.1927
C -1.1725 0.3387 -3.5093
O -1.4728 -0.5811 -4.4989
C -2.3449 0.1044 -5.4338
H -1.1076 1.6062 -6.3991
H -2.5645 2.1868 -5.8238
H -1.4844 2.5274 -3.6036
H 0.0092 1.9839 -4.3808
H -1.9363 0.3355 -2.7317
H -0.3245 0.0273 -2.8993
H -3.3856 0.0736 -5.1112
H -2.4024 -0.3479 -6.4239
O -1.8185 -3.9942 -1.7639
H -1.8033 -4.9512 -1.7505
H -1.9799 -3.7696 -2.6803
O -2.8804 3.5413 -1.4582
H -3.3369 2.7599 -1.1464
H -3.3510 3.7931 -2.2528
O 1.6776 3.3709 0.0735
H 1.9560 3.9046 0.8178
H 0.8712 3.7867 -0.2316
O -5.5111 3.6173 1.2143
H -5.3176 4.3384 1.8133
H -4.7066 3.0990 1.1948
O 1.1413 0.7712 -0.4755
H 1.3135 1.7050 -0.3552
H 1.8799 0.4560 -0.9964
O -0.4863 4.8123 -0.9800
H -0.2384 5.4689 -1.6309
H -1.3373 4.4896 -1.2768
O 1.3624 -1.6431 0.9970
H 1.2486 -0.8439 0.4827
H 0.5137 -2.0831 0.9477
O -3.8774 1.3619 -0.1253
H -2.9402 1.1675 -0.1371
H -4.2950 0.5476 -0.4057
O 3.4051 -3.1647 1.7399
H 4.0530 -2.4948 1.5214
H 2.5633 -2.7646 1.5216
O 3.4004 0.0544 -1.7396
H 3.6029 0.4801 -2.5726
H 4.2480 -0.2449 -1.4107
O -1.3879 0.2441 0.0185
H -0.5041 0.5128 -0.2327
H -1.3400 -0.7098 0.0810
C -1.5771 -2.6174 2.8423
C -2.1840 -3.3819 1.6499
C -3.5575 -2.9707 1.1959
O -1.1953 -3.2095 0.5863
H -0.6111 -3.0518 3.0998
H -2.1913 -2.7639 3.7308
H -1.4218 -1.5397 2.7927
H -2.2248 -4.4611 1.7972
H -4.2784 -3.1423 1.9952
H -3.9070 -3.4214 0.2670
H -3.4844 -1.9033 0.9874
H -1.5993 -3.5837 -0.2000
C -1.0692 2.0582 5.7898
C -0.2712 2.6734 4.6526
C -0.9879 2.6778 3.3227
O 0.1663 3.9901 5.0572
H -1.2360 1.0107 5.5389
H -2.0362 2.5559 5.8635
H -0.4936 2.1267 6.7129
H 0.6745 2.1366 4.5786
H -2.0236 3.0101 3.2522
H -1.0662 1.6348 3.0158
H -0.4653 3.2180 2.5334
H -0.4858 4.6410 4.7876
C 1.3751 -2.9229 -3.3166
C 2.5062 -3.4029 -2.3586
C 2.2129 -4.7780 -1.8893
O 3.6851 -3.3651 -3.0508
H 0.3510 -3.2754 -3.1937
H 1.6447 -3.0381 -4.3664
H 1.3138 -1.8392 -3.2167
H 2.5102 -2.6796 -1.5432
H 2.1125 -5.4624 -2.7316
H 1.3094 -4.7580 -1.2800
H 2.9657 -5.2844 -1.2852
H 3.5952 -2.5537 -3.5560

Results of the Löwdin charge analysis, in e, for atoms 1 through 2: atom 1 (C): -0.192, atom 2 (C): -0.181